{
  "formula": "C4H8O2",
  "method": "the ωB97M-V functional and the def2-TZVPD basis",
  "smiles": "C1COCOC1",
  "e_lumo_ev": 1.0097,
  "e_above_lowest_ev": 2.546,
  "symbols": ["C", "C", "O", "C", "O", "C", "H", "H", "H", "H", "H", "H", "H", "H"],
  "xyz": [[-0.46, 0.39, 1.09], [-0.89, 0.96, -0.23], [-0.15, 0.39, -1.48], [1.09, -0.26, -1.29], [1.32, -0.66, 0.07], [0.14, -0.99, 0.79], [0.26, 0.96, 1.69], [-1.47, 0.55, 1.52], [-1.84, 0.54, -0.51], [-0.99, 2.07, -0.08], [1.93, 0.39, -1.55], [1.16, -1.18, -1.91], [0.43, -1.56, 1.69], [-0.54, -1.61, 0.19]]
}